P:
The following is a DFT calculation (ωB97M-V with the def2-TZVPD basis set) of a cluster of 2 separate species, C3H8NO2 in total.

Structure (XYZ):
```
14
C3H8NO2 (ωB97M-V with the def2-TZVPD basis set)
C -1.48235 1.59734 -0.07030
O -1.84773 0.30344 -0.47755
H -2.29205 2.28465 -0.35503
H -1.38352 1.65624 1.02053
H -0.57540 1.96913 -0.55512
C 0.85916 -0.50608 1.05625
N 0.31145 -1.24750 0.08484
C 0.97269 -1.07203 -1.20970
O 1.60432 0.48863 0.96883
H 0.54154 -0.84682 2.06055
H -1.10761 -0.32067 -0.18297
H 1.31256 -0.04275 -1.37250
H 0.23433 -1.29344 -1.98779
H 1.82930 -1.75154 -1.30683
```

## Properties
- Net charge: -1
- Molar mass: 90.10 u
- HOMO level: -3.499 eV

Partial atomic charges computed with the Mulliken method, in multiples of e: atom 1 (C): -0.5992, atom 2 (O): -0.6157, atom 3 (H): 0.2507, atom 4 (H): 0.2348, atom 5 (H): 0.2217, atom 6 (C): 0.0272, atom 7 (N): -0.7745, atom 8 (C): -0.7238, atom 9 (O): -0.6797, atom 10 (H): 0.4054, atom 11 (H): 0.4177, atom 12 (H): 0.2601, atom 13 (H): 0.2770, atom 14 (H): 0.2984



Q:
The following is a DFT calculation (ωB97M-V with the def2-TZVPD basis set) of the ion C3H8NO2 with charge -1.

Structure (XYZ):
```
14
C3H8NO2 (ωB97M-V with the def2-TZVPD basis set)
C -1.22207 -0.47128 0.85462
C 0.08897 -0.21384 -0.01865
C 0.84490 0.97628 0.61791
O 0.88758 -1.25012 -0.09518
N -0.26435 0.22669 -1.43901
O 0.69563 -0.25921 -2.27929
H -1.13293 0.16300 1.80346
H -1.04341 -1.43438 1.10968
H -2.05894 -0.28924 0.26887
H 1.77356 0.60311 1.01387
H 0.41857 1.29142 1.51644
H 1.03715 1.74575 -0.08595
H -1.21329 -0.21662 -1.63440
H 1.18863 -0.87155 -1.63237
```

## Properties
- Net charge: -1
- Molar mass: 90.10 u
- SMILES: CC(C)([O-])NO
- HOMO level: -3.061 eV

Partial atomic charges computed with the Mulliken method, in multiples of e: atom 1 (C): -1.4900, atom 2 (C): 1.5572, atom 3 (C): -1.6385, atom 4 (O): -1.0358, atom 5 (N): -0.5236, atom 6 (O): -0.4343, atom 7 (H): 0.2148, atom 8 (H): 0.3421, atom 9 (H): 0.4307, atom 10 (H): 0.3063, atom 11 (H): 0.3313, atom 12 (H): 0.4043, atom 13 (H): 0.1968, atom 14 (H): 0.3386



R:
The following is a DFT calculation (ωB97M-V with the def2-TZVPD basis set) of the ion C3H8NO2 with charge -1.

Structure (XYZ):
```
14
C3H8NO2 (ωB97M-V with the def2-TZVPD basis set)
N 0.26335 -1.04441 1.35536
C -0.27516 -0.11383 0.33939
C -0.87234 -0.83069 -0.93281
O -1.68522 -0.08868 -1.66997
C 0.83567 0.76523 -0.16513
O 1.54010 1.47486 0.90825
H 0.69366 -1.82304 0.85497
H -0.56143 -1.40323 1.82561
H -1.08739 0.48090 0.75178
H -1.37350 -1.76830 -0.55480
H 0.04687 -1.20532 -1.46426
H 0.51589 1.52302 -0.86794
H 1.57439 0.09757 -0.62479
H 1.75567 0.71548 1.43639
```

## Properties
- Net charge: -1
- Molar mass: 90.10 u
- SMILES: N[C@H](C[O-])CO
- HOMO level: -2.450 eV

Partial atomic charges computed with the Mulliken method, in multiples of e: atom 1 (N): -0.7587, atom 2 (C): 0.4125, atom 3 (C): -0.4826, atom 4 (O): -0.8537, atom 5 (C): -0.8668, atom 6 (O): -0.5600, atom 7 (H): 0.2420, atom 8 (H): 0.2822, atom 9 (H): 0.3261, atom 10 (H): 0.1943, atom 11 (H): 0.1159, atom 12 (H): 0.3342, atom 13 (H): 0.2977, atom 14 (H): 0.3169



Quick one: most stable of them? P



P:
The following is a DFT calculation (ωB97M-V with the def2-TZVPD basis set) of an isolated molecule of C5H10.

Structure (XYZ):
```
15
C5H10 (ωB97M-V with the def2-TZVPD basis set)
C -1.81694 -0.80271 -0.21340
C -1.21711 -0.21221 1.01207
C 0.23187 -0.47521 1.08390
C 0.59126 0.87361 0.36463
C 1.40438 0.67799 -0.91045
H -1.14271 -1.15852 -1.01340
H -2.64050 -0.21385 -0.63181
H -2.28782 -1.69676 0.23410
H -0.33478 1.41992 0.11670
H 0.64086 -0.49579 2.09790
H 0.62750 -1.32714 0.50426
H 1.10776 1.52313 1.07623
H 2.37540 0.21913 -0.69486
H 0.87725 0.02939 -1.62000
H 1.58359 1.63902 -1.40589
```

## Properties
- Molar mass: 70.13 u
- HOMO level: -8.083 eV

Partial atomic charges computed with the Mulliken method, in multiples of e: atom 1 (C): -0.7820, atom 2 (C): -0.4108, atom 3 (C): -0.3863, atom 4 (C): -0.2863, atom 5 (C): -1.1518, atom 6 (H): 0.2301, atom 7 (H): 0.2900, atom 8 (H): 0.3317, atom 9 (H): 0.2583, atom 10 (H): 0.3012, atom 11 (H): 0.2892, atom 12 (H): 0.3871, atom 13 (H): 0.3213, atom 14 (H): 0.2604, atom 15 (H): 0.3479



Q:
The following is a DFT calculation (ωB97M-V with the def2-TZVPD basis set) of an isolated molecule of C5H10.

Structure (XYZ):
```
15
C5H10 (ωB97M-V with the def2-TZVPD basis set)
C -1.85502 0.49885 0.47885
C -0.42872 0.58063 -0.04268
C -0.15438 -0.23615 -1.31953
C 0.50419 -0.66819 -0.00958
C 1.87351 -0.23952 0.32754
H -2.13770 -0.69826 0.70615
H -2.58303 0.90495 -0.20284
H -1.83921 0.97735 1.53382
H 0.00615 1.61777 0.14577
H -0.87784 -1.00417 -1.69560
H 0.63119 0.09599 -2.09618
H 0.03115 -1.47244 0.63920
H 2.07914 -0.69445 1.47305
H 1.97449 1.02209 0.38173
H 2.77607 -0.68445 -0.31970
```

## Properties
- Molar mass: 70.13 u
- SMILES: C[C@@H]1C[C@H]1C
- HOMO level: -9.538 eV

Partial atomic charges computed with the Mulliken method, in multiples of e: atom 1 (C): -1.2063, atom 2 (C): 0.0366, atom 3 (C): -0.5733, atom 4 (C): 0.1556, atom 5 (C): -1.0454, atom 6 (H): 0.2034, atom 7 (H): 0.3156, atom 8 (H): 0.3049, atom 9 (H): 0.2793, atom 10 (H): 0.2534, atom 11 (H): 0.2435, atom 12 (H): 0.3102, atom 13 (H): 0.2297, atom 14 (H): 0.2297, atom 15 (H): 0.2631



R:
The following is a DFT calculation (ωB97M-V with the def2-TZVPD basis set) of a cluster of 2 separate species, C5H10 in total.

Structure (XYZ):
```
15
C5H10 (ωB97M-V with the def2-TZVPD basis set)
C 1.31980 -0.12344 1.32833
C 1.44288 0.69960 0.29086
C 1.28911 0.29394 -1.14555
H 1.08460 -1.17715 1.18686
H 1.45137 0.21762 2.35180
H 1.68092 1.74840 0.47367
H 2.24865 0.36089 -1.67341
H 0.58565 0.95223 -1.66966
H 0.91545 -0.73109 -1.22968
C -1.97174 -0.90812 0.40683
C -2.04092 0.15922 -0.37957
H -2.39849 -1.86529 0.11793
H -1.47592 -0.86344 1.37330
H -1.60242 1.10884 -0.08113
H -2.52894 0.12779 -1.35058
```

## Properties
- Molar mass: 70.13 u
- SMILES: C=CC.C=C
- HOMO level: -9.588 eV

Partial atomic charges computed with the Mulliken method, in multiples of e: atom 1 (C): -0.8025, atom 2 (C): 0.1211, atom 3 (C): -1.0146, atom 4 (H): 0.2841, atom 5 (H): 0.2478, atom 6 (H): 0.3015, atom 7 (H): 0.3312, atom 8 (H): 0.2478, atom 9 (H): 0.2882, atom 10 (C): -0.4818, atom 11 (C): -0.5083, atom 12 (H): 0.2374, atom 13 (H): 0.2504, atom 14 (H): 0.2685, atom 15 (H): 0.2293



S:
The following is a DFT calculation (ωB97M-V with the def2-TZVPD basis set) of an isolated molecule of C5H10.

Structure (XYZ):
```
15
C5H10 (ωB97M-V with the def2-TZVPD basis set)
C -1.79244 1.90239 0.01695
C -1.29234 0.52212 -0.30489
C -0.10412 0.06949 0.05691
C 0.54635 -1.27265 -0.14700
C 2.04821 -1.24829 0.22421
H -1.50624 2.66701 -0.71586
H -1.36776 2.25708 0.95067
H -2.87658 1.94174 0.05065
H -2.00836 -0.08912 -0.85467
H 0.52366 0.79086 0.57774
H 0.07527 -2.01775 0.48043
H 0.46295 -1.59563 -1.18159
H 2.54733 -0.33898 -0.09790
H 2.49319 -2.07973 -0.31530
H 2.25090 -1.50855 1.25963
```

## Properties
- Molar mass: 70.13 u
- SMILES: C/C=C/CC
- HOMO level: -9.108 eV

Partial atomic charges computed with the Mulliken method, in multiples of e: atom 1 (C): -1.1714, atom 2 (C): -0.0277, atom 3 (C): -0.4429, atom 4 (C): -0.1973, atom 5 (C): -1.2255, atom 6 (H): 0.2594, atom 7 (H): 0.3304, atom 8 (H): 0.3336, atom 9 (H): 0.3405, atom 10 (H): 0.2540, atom 11 (H): 0.2257, atom 12 (H): 0.2989, atom 13 (H): 0.3722, atom 14 (H): 0.3573, atom 15 (H): 0.2929



Quick one: most stable of them? S